The following is a quantum chemistry calculation of C2H2FO2Sm as an isolated structure, from the Open Molecules 2025 dataset.

Cartesian coordinates (Å):
H (-0.434, -0.690, 2.049)
O (0.184, -1.544, 0.105)
C (0.349, -0.875, 1.066)
C (0.078, 0.634, 1.146)
O (-0.187, 1.149, 0.042)
H (0.663, 1.167, 1.914)
F (-0.445, 0.051, -4.192)
Sm (-0.208, 0.108, -2.131)

Atomic forces in eV per Å
0.640 -2.624 -0.084
0.376 -1.702 -2.133
-3.836 5.233 3.532
5.806 -1.026 -2.607
-1.525 0.558 0.120
-1.489 -0.031 0.569
0.103 0.126 0.997
-0.076 -0.534 -0.393

Output
- spin multiplicity = 7
- maximum force (eV/A) = 7.4
- ΔE to the lowest compared entry with this formula, charge and spin (kJ/mol) = 160.21
- gap between HOMO and LUMO (alpha / beta) (Eh) = 0.18597 / 0.28673
- total charge = +1
- electronic energy (eV) = -26813.1595

The following is a quantum chemistry calculation of one molecule with the formula C2H3NO2, from the Open Molecules 2025 dataset.

Cartesian coordinates (Å):
O (-0.286, 1.946, -0.352)
C (0.460, 1.160, 0.183)
N (0.387, -0.246, 0.105)
C (-0.740, -1.005, -0.192)
O (-0.692, -2.198, -0.418)
H (1.292, 1.459, 0.854)
H (1.265, -0.749, 0.002)
H (-1.646, -0.364, -0.161)

Atomic forces in eV per Å
0.391 -0.926 0.621
-0.268 0.177 -0.069
0.160 -0.116 -0.504
-0.004 -0.170 -0.286
-0.134 1.335 0.271
-0.090 0.105 -0.429
-0.130 0.118 0.475
0.076 -0.523 -0.080

Output
- maximum force (eV/A) = 1.4
- ΔE to the lowest compared entry with this formula, charge and spin (kJ/mol) = 24.09
- gap between HOMO and LUMO (Eh) = 0.40931
- total charge = 0
- electronic energy (eV) = -7707.5933

The following is a quantum chemistry calculation of a 7-piece molecular cluster, C5H22N3O6 overall, from the Open Molecules 2025 dataset.

Cartesian coordinates (Å):
C (3.908, 0.418, 0.342)
C (3.285, 0.179, -1.066)
C (1.833, -0.022, -0.861)
C (1.305, -1.262, -0.597)
N (-0.042, -1.168, -0.707)
C (-0.418, 0.086, -1.104)
N (0.723, 0.814, -1.094)
N (3.781, -0.742, 1.267)
H (3.430, 1.252, 0.854)
H (4.946, 0.807, 0.291)
H (3.671, 0.985, -1.683)
H (3.842, -0.721, -1.457)
H (1.677, -2.163, -0.235)
H (-0.783, -1.851, -0.609)
H (-1.479, 0.142, -1.224)
H (4.180, -1.611, 1.048)
H (0.753, 1.733, -1.597)
H (3.048, -0.630, 1.918)
H (-4.476, -0.565, -0.617)
H (-4.749, -0.467, 0.927)
O (-4.908, -0.063, 0.076)
H (-0.215, 3.245, -3.296)
H (0.432, 4.023, -2.112)
O (0.226, 3.147, -2.443)
H (-3.049, -3.199, 0.245)
H (-3.034, -3.852, -1.180)
O (-2.498, -3.422, -0.517)
H (-2.797, -1.639, 2.950)
H (-2.344, -0.462, 1.947)
O (-2.455, -1.416, 2.018)
H (-3.658, 1.143, -0.514)
H (-3.323, 2.688, -0.330)
O (-2.994, 1.833, -0.582)
H (0.709, 1.677, 3.554)
H (0.754, 0.136, 3.452)
O (0.716, 0.949, 2.935)

Atomic forces in eV per Å
0.596 -0.637 1.208
2.067 0.108 1.343
-1.191 -1.325 -1.114
-0.849 1.300 0.207
-1.501 2.095 -1.033
2.252 -2.801 1.818
-0.241 0.015 -1.640
0.356 2.843 -1.214
-0.476 -0.015 -0.093
-0.268 -0.746 -0.364
-0.823 0.338 -0.326
-1.229 0.602 0.216
1.156 -1.105 0.172
0.319 -0.693 0.251
-0.133 1.733 -0.349
0.280 -0.948 -0.130
-0.058 -0.511 0.625
-0.466 -0.512 0.547
-0.096 -0.682 0.179
0.288 -0.441 0.127
-0.292 0.657 -0.460
0.091 0.106 0.147
-0.060 0.185 -0.106
0.022 -0.142 -0.082
-0.005 -0.154 -0.170
-0.357 -0.194 -0.066
0.582 0.647 0.273
0.882 0.838 -2.123
-0.011 0.069 0.390
-0.917 -0.860 1.649
-0.805 0.549 0.571
-0.633 0.190 0.179
1.520 -0.438 -0.582
0.035 0.149 0.342
-0.021 0.258 0.106
-0.014 -0.476 -0.496

Output
- maximum force (eV/A) = 4.0
- ΔE to the lowest compared entry with this formula, charge and spin (kJ/mol) = 132.92
- gap between HOMO and LUMO (Eh) = 0.33506
- total charge = +1
- electronic energy (eV) = -22291.3028